1.
24
Properties=species:S:1:pos:R:3 method="wB97M-V/def2-TZVPD" e_above_lowest_kj_mol=227.6 gap_ha=0.3875 homo_ev=-9.91
O -2.323 -1.727 0.340
O 0.176 1.075 2.333
O 1.450 -1.383 2.772
N -1.886 0.756 -1.845
N 1.310 -1.111 -0.639
C -0.501 1.408 -2.009
C 1.595 0.344 -0.979
C 0.198 1.155 -0.682
H 0.845 -1.559 -1.340
H -0.678 2.422 -2.278
H 1.343 -2.116 2.265
H -2.614 -1.239 1.096
H -0.559 0.544 -0.097
H -2.517 1.365 -2.285
H -2.070 -1.029 -0.250
H -1.965 -0.084 -2.307
H 0.705 0.714 1.748
H 2.241 -1.457 -0.606
H 0.111 0.946 -2.799
H 1.925 -0.812 2.148
H 0.109 0.353 2.975
H 2.391 0.680 -0.357
H 0.563 2.107 -0.099
H 2.030 0.483 -1.965


2.
24
Properties=species:S:1:pos:R:3 method="wB97M-V/def2-TZVPD" e_above_lowest_kj_mol=0.0 gap_ha="0.4584 / 0.2540" homo_ev="-15.35 / -14.88" spin_multiplicity=2 total_charge=+1
O -1.504 -2.005 -1.364
O 1.383 -1.618 -1.538
O 1.947 1.082 -1.693
N 0.112 0.522 0.417
N 0.691 -1.413 1.648
C -2.092 1.486 0.208
C 1.141 -0.053 1.223
C -0.773 1.498 1.017
H 2.569 0.929 -0.973
H 1.367 0.538 2.119
H -0.321 2.500 0.985
H -2.755 2.277 0.562
H 1.836 0.271 -2.212
H 0.421 -1.807 -1.454
H -0.909 1.309 2.082
H -1.900 1.651 -0.852
H 0.446 0.771 -0.542
H 2.080 -0.137 0.687
H -1.176 -1.326 -0.777
H 0.273 -1.365 2.575
H -0.097 -1.684 1.063
H -1.828 -1.475 -2.102
H -2.646 0.560 0.346
H 1.736 -2.513 -1.426


3.
25
Properties=species:S:1:pos:R:3 method="wB97M-V/def2-TZVPD" e_above_lowest_kj_mol=0.0 gap_ha=0.3450 homo_ev=-8.83
S -2.405 1.650 2.201
O 1.370 -2.091 -2.078
O 2.015 2.059 0.577
O 2.644 0.520 -1.757
N -1.302 -0.053 -1.299
N 0.711 -1.036 1.065
C -1.240 0.145 0.161
C -0.745 -1.096 0.945
C -2.585 0.622 0.676
H 2.560 0.502 -0.794
H 1.086 -1.744 1.678
H -1.063 -2.023 0.457
H -2.228 -0.314 -1.590
H -3.206 1.149 -0.046
H 2.933 2.337 0.607
H 1.091 -1.115 0.135
H 1.698 -2.735 -1.446
H -0.474 0.906 0.337
H 1.979 1.162 -2.022
H 1.838 1.820 1.493
H -1.781 2.638 1.566
H -1.229 -1.015 1.920
H -3.177 -0.224 1.032
H 2.060 -1.426 -2.201
H -0.550 -0.636 -1.618


4.
28
Properties=species:S:1:pos:R:3 method="wB97M-V/def2-TZVPD" e_above_lowest_kj_mol=168.9 gap_ha=0.3628 homo_ev=-9.69
O -0.932 -3.167 -0.171
O -0.439 3.078 0.484
O -1.619 0.287 1.941
O -2.222 -0.731 -0.448
O 0.997 -0.177 3.054
O -1.020 0.297 -2.646
O 3.512 1.039 -0.491
N 1.575 2.099 -0.060
N 1.018 -1.022 0.050
C 1.564 -0.231 -1.061
C 0.202 2.189 -0.016
C 2.307 0.987 -0.491
H 1.395 0.662 2.805
H 1.293 -0.702 2.282
H 2.044 2.947 0.242
H 0.750 0.112 -1.721
H 0.885 -1.993 -0.213
H -1.339 -3.845 0.371
H -1.939 0.077 -0.915
H -1.601 -2.476 -0.329
H -1.744 0.654 -3.174
H -1.211 -0.639 -2.603
H -0.778 0.076 2.424
H -2.465 -0.327 0.410
H -0.329 1.367 -0.518
H -2.094 1.040 2.344
H 0.043 -0.761 0.200
H 2.145 -0.841 -1.752